2 unconnected molecules or ions with the total composition C40H39N3O at a distorted geometry. Source: the OMol25 dataset; level of theory: the ωB97M-V functional and the def2-TZVPD basis.

Structure (ORCA input):
```
! wB97M-V def2-TZVPD RIJCOSX def2/J DEFGRID3
* xyz 0 1
C -0.062 3.919 2.549
C -6.890 -6.573 5.622
H 3.603 -3.169 2.519
C -10.474 -0.621 -0.294
H -5.728 -0.798 0.733
H 2.667 -4.689 2.379
H -9.549 1.327 -0.054
C 1.402 0.541 3.378
C -5.900 -3.539 3.542
H -7.524 -7.453 5.515
H 5.810 1.416 3.324
H -7.452 -5.803 3.696
N 2.658 0.252 2.953
H -4.202 2.382 -0.442
C 3.803 1.124 2.605
C -4.723 -2.900 3.245
H -0.178 5.654 3.840
N 2.869 -1.075 2.874
C -3.029 -0.646 0.670
C 1.133 2.634 4.731
C -9.463 0.254 0.127
H -2.457 -2.268 1.987
C -7.014 -2.111 1.780
C 0.756 -0.698 3.585
C -6.830 -5.654 4.576
H 5.090 1.424 0.909
C 2.614 -3.600 2.338
H 1.609 2.111 5.562
C 0.738 3.965 4.837
H -1.242 -0.265 4.135
H 1.269 -3.002 5.491
C -6.153 -6.353 6.794
H -11.125 -2.696 -0.347
C -4.576 -2.000 2.136
C -3.607 1.467 -0.425
C -3.294 -1.653 1.653
H -0.522 4.423 1.698
C 1.638 -3.078 3.367
C 1.954 -3.490 4.792
C -2.697 1.189 -1.455
C -3.764 0.575 0.630
C -5.328 -5.224 6.886
C -2.011 -0.833 -0.313
H -3.835 -3.115 3.843
C 0.310 2.582 2.438
H 4.630 1.034 4.600
H -4.450 0.801 1.450
C -1.896 0.037 -1.390
H -4.533 -3.494 5.854
C -5.208 -4.351 5.803
C -5.993 -4.521 4.641
H -1.361 -1.706 -0.223
C 0.938 1.923 3.522
H -0.747 -2.112 4.128
H -7.521 0.431 1.070
H 3.413 1.027 0.475
H 0.152 2.015 1.518
H -2.608 1.871 -2.300
C 0.142 4.615 3.748
H 0.890 4.499 5.776
H 3.454 2.156 2.705
C -7.122 -3.226 2.753
H 4.493 -0.245 1.094
H 1.862 -4.574 4.912
C -0.528 -1.062 3.969
H -6.219 -7.057 7.622
H 2.984 -3.197 5.032
C 4.928 0.815 3.571
H -1.181 -0.174 -2.190
H 0.606 -3.341 3.126
C -5.786 -1.559 1.510
N 1.719 -1.622 3.244
C -8.220 -1.616 1.094
H 5.190 -0.248 3.500
H 2.295 -3.299 1.337
O -8.188 -3.844 2.927
C 4.221 0.814 1.181
C -9.272 -2.468 0.710
C -8.328 -0.242 0.771
H -9.228 -3.518 0.995
H -4.767 -5.021 7.800
H -11.341 -0.242 -0.834
C -10.363 -1.990 -0.015
*
```

E, Eh: -1787.04026
LUMO energy, eV: -1.08
E_HOMO, eV: -6.05

Results of the Löwdin charge analysis, in e, for atoms 1 through 5: atom 1 (C): -0.083, atom 2 (C): -0.079, atom 3 (H): 0.070, atom 4 (C): -0.093, atom 5 (H): 0.105

A molecular structure, C40H40AsCl2N4O7PSTi. Source: the OMol25 dataset; level of theory: the ωB97M-V functional and the def2-TZVPD basis.

Structure (ORCA input):
```
! wB97M-V def2-TZVPD RIJCOSX def2/J DEFGRID3
* xyz 0 1
C 3.513 -0.889 -3.367
N -1.148 1.377 -1.470
C -2.355 -1.251 1.671
H -1.627 3.814 -2.728
H 6.359 -3.197 1.199
H -3.185 -4.394 2.595
O 0.410 1.150 2.053
H 4.061 -1.350 -4.193
H -3.617 -2.026 3.215
C -1.500 -0.689 5.404
H 2.445 -3.226 -4.773
O 0.819 -2.443 4.759
H 3.934 -1.235 -2.422
H -3.334 2.543 -0.133
O -1.743 2.188 1.614
C -1.879 -3.882 0.977
C -1.589 0.310 -0.795
C 2.684 2.753 -2.293
C -4.612 -0.896 -3.008
C 6.032 -1.260 2.005
C 2.502 1.807 -1.300
H -1.860 1.850 -2.002
H -5.015 4.113 -1.063
Cl 4.071 -3.787 -0.380
H 0.721 -2.946 -0.619
N 2.996 0.737 1.463
C 3.594 -1.341 0.608
H -0.341 -4.271 -1.100
H 2.409 2.536 2.241
C -4.937 3.110 -1.460
C 4.425 2.011 2.865
H 1.708 4.029 -3.719
C -1.497 -1.555 0.620
C -0.308 -3.205 -0.875
N -2.916 0.056 -0.926
H 0.809 -3.433 -4.112
H 1.310 0.540 -4.972
H 2.210 -3.634 -3.060
C -3.885 0.951 -1.455
N -0.816 -0.483 -0.069
H 4.566 2.923 3.426
H 6.313 1.160 3.388
H -3.065 -0.586 6.856
H 3.640 0.193 -3.417
C 0.304 2.827 -2.657
C -0.831 -0.064 4.350
H 1.982 -0.852 -5.851
H -3.241 -0.803 -0.510
C -0.889 3.368 -3.401
C 5.691 -2.350 1.260
H -0.552 -2.648 -1.781
H 3.680 3.092 -2.549
C -1.248 -2.877 0.248
H -2.643 2.801 4.273
C -5.790 2.681 -2.466
C -2.565 -0.075 6.044
C -2.723 -3.590 2.037
C 1.813 -3.059 -3.898
H -6.535 3.354 -2.870
C 4.467 -2.398 0.560
O 0.862 -1.387 2.147
H -1.156 -1.666 5.721
C 1.231 1.338 -0.930
H 2.551 -0.476 4.921
H 3.382 1.413 -0.810
H 0.284 -0.850 -5.334
Cl 7.547 -1.239 2.851
C 5.386 1.038 2.843
H -5.230 -1.022 -3.895
C 3.953 -0.225 1.405
Ti 1.094 -0.088 0.674
C -2.967 -2.269 2.383
H -0.579 4.142 -4.100
H -6.358 1.055 -3.741
C 0.162 1.849 -1.657
C -2.973 1.191 5.651
H -4.935 -1.639 -2.273
C 1.579 3.272 -2.954
H -1.397 2.590 -3.981
C -4.734 0.502 -2.469
O 2.083 -0.049 4.188
O 2.426 -1.266 -0.010
C -3.991 2.240 -0.941
H -3.579 -1.130 -3.268
P 1.720 -1.284 -3.421
C 5.163 -0.145 2.106
S -0.642 2.094 2.546
H -2.529 -0.211 1.922
C -1.265 1.200 3.952
C -2.324 1.821 4.604
C 3.214 1.814 2.181
C -5.690 1.387 -2.955
C 1.295 -0.549 -5.056
As 0.725 -1.127 3.817
O -0.051 3.323 2.987
H -1.689 -4.915 0.711
H -3.793 1.687 6.152
*
```

E, Eh: -7039.37299
LUMO energy, eV: -0.75
E_HOMO, eV: -8.06
ΔE to the lowest compared entry with this formula, charge and spin, kJ/mol: 8.6

Results of the Löwdin charge analysis, in e, for atoms 1 through 5: atom 1 (C): -0.288, atom 2 (N): 0.173, atom 3 (C): -0.043, atom 4 (H): 0.085, atom 5 (H): 0.110

A molecular structure, C40H40AsNO3P2S2SnTe. Source: the OMol25 dataset; level of theory: the ωB97M-V functional and the def2-TZVPD basis.

Structure (ORCA input):
```
! wB97M-V def2-TZVPD RIJCOSX def2/J DEFGRID3
* xyz 0 1
H -7.255 -0.669 -2.740
C 0.557 -7.142 -0.241
C 3.025 -1.333 -1.149
C -1.234 6.077 -0.711
C 0.846 -5.952 0.421
H -2.360 6.999 -2.289
H 4.010 1.428 0.559
S -1.323 -3.240 -1.634
N 5.668 5.008 -0.759
C -5.564 -2.045 -0.419
H 6.295 4.626 -2.679
C 2.934 -0.198 -0.349
H 0.541 -3.826 0.513
C 1.926 -0.502 4.814
C 1.541 0.010 2.098
C 1.159 -8.446 0.204
H -3.535 -2.628 -3.218
H -0.152 3.629 4.857
H -2.504 2.728 -2.144
H -6.005 -1.365 0.306
C -2.535 2.000 2.297
H 0.668 -1.952 2.033
C -0.300 -7.101 -1.340
H 6.191 0.731 -0.349
H 4.284 3.367 -3.346
C 1.014 2.031 0.031
C -0.560 -4.735 -1.085
C 4.081 0.538 -0.054
C 4.258 -1.728 -1.653
C -0.404 2.974 2.831
H -5.281 -2.824 -3.534
O -2.577 -3.066 -0.892
H -0.205 4.892 0.747
H -0.867 7.016 -0.316
H -6.764 0.679 -1.679
H 1.520 -5.962 1.270
C 5.394 -0.989 -1.366
H -1.504 -5.874 -2.633
H -3.212 1.555 1.572
C -2.533 4.862 -2.326
H 1.826 -8.306 1.053
C 3.327 3.611 -1.422
C -0.865 4.885 -0.113
H 2.127 -1.891 -1.390
H -3.180 4.851 -3.194
C 0.294 -4.750 0.005
H 4.838 5.268 1.105
H 2.475 1.895 2.480
C -0.822 3.174 4.138
C -0.855 -5.907 -1.767
H -3.950 1.898 3.904
C 3.504 4.158 -0.158
H 0.985 -2.394 4.433
H 4.325 -2.609 -2.280
As -4.904 -0.989 -1.891
C -2.072 6.066 -1.820
Sn -1.351 -0.698 0.161
H 1.731 -8.905 -0.604
H 2.739 4.031 0.599
H -4.389 -1.465 -4.265
C -2.098 2.784 4.527
O -1.468 -3.328 -3.063
H 2.835 1.440 4.889
H 6.353 -1.293 -1.767
S -3.414 0.426 -1.336
H 2.070 -0.696 5.869
H 0.382 -9.154 0.496
C 1.317 -1.454 4.011
H -6.170 0.608 -3.348
O -0.383 -2.148 -1.200
C 5.485 4.486 -1.970
H 0.592 3.261 2.517
C 2.158 0.955 2.915
C 5.305 0.146 -0.567
H -6.322 -2.738 -0.784
C 4.349 3.784 -2.348
C -1.322 3.668 -0.619
H -4.735 -2.594 0.017
C 4.680 4.837 0.120
C -1.255 2.387 1.901
C -4.472 -2.106 -3.390
P -0.765 2.114 0.160
C -2.158 3.664 -1.730
H -0.527 -8.016 -1.876
C 1.130 -1.197 2.658
C -2.955 2.200 3.605
C 2.352 0.700 4.262
P 1.307 0.283 0.298
C -6.448 0.015 -2.480
H -2.422 2.933 5.549
Te 1.580 2.538 -1.935
*
```

E, Eh: -6025.89143
LUMO energy, eV: 0.23
E_HOMO, eV: -6.55
ΔE to the lowest compared entry with this formula, charge and spin, kJ/mol: 145.1

Results of the Löwdin charge analysis, in e, for atoms 1 through 5: atom 1 (H): 0.039, atom 2 (C): -0.267, atom 3 (C): -0.088, atom 4 (C): -0.076, atom 5 (C): -0.029

no.,orbital gap (eV)
1,4.96
2,7.31
3,6.78